Run 1
{"formula": "C7H16NO2", "method": "ωB97M-V/def2-TZVPD", "elements": ["C", "C", "C", "C", "C", "C", "C", "N", "O", "O", "H", "H", "H", "H", "H", "H", "H", "H", "H", "H", "H", "H", "H", "H", "H", "H"], "coordinates": [[1.798, -1.171, -1.781], [1.852, 0.794, -3.525], [-1.769, -1.533, 3.853], [-2.404, 0.506, 2.205], [0.359, 1.090, -1.645], [1.766, 0.328, -2.092], [-1.424, -0.510, 2.832], [0.023, 0.505, -0.502], [-0.037, 1.255, 0.520], [-0.259, -0.447, 2.461], [2.788, -1.432, -1.877], [1.197, -1.416, -0.815], [1.303, -1.572, -2.616], [2.810, 0.694, -3.941], [1.731, 1.898, -3.512], [1.045, 0.149, -4.068], [-0.944, -1.659, 4.544], [-2.724, -1.305, 4.269], [-1.583, -2.433, 3.271], [-2.889, 0.999, 3.097], [-3.139, -0.083, 1.707], [-1.949, 1.154, 1.561], [0.345, 2.229, -1.595], [-0.354, 0.770, -2.372], [2.545, 0.750, -1.479], [-0.086, 0.442, 1.498]], "nbo_charge": [-0.623, -0.617, -0.728, -0.706, -0.338, -0.110, 0.690, 0.216, -0.364, -0.575, 0.236, 0.233, 0.211, 0.241, 0.228, 0.215, 0.279, 0.251, 0.281, 0.263, 0.256, 0.229, 0.235, 0.274, 0.214, 0.509], "gap_ev": 9.331, "charge": 1, "e_homo_ev": -14.661}

Run 2
{"formula": "C7H16NO2", "method": "ωB97M-V/def2-TZVPD", "elements": ["C", "N", "C", "O", "C", "O", "C", "C", "C", "C", "H", "H", "H", "H", "H", "H", "H", "H", "H", "H", "H", "H", "H", "H", "H", "H"], "coordinates": [[-2.611, 1.949, -0.335], [-1.388, 1.256, -0.141], [-1.174, -0.061, -0.027], [-2.262, -0.765, -0.064], [-2.209, -2.275, 0.120], [0.009, -0.654, 0.300], [1.416, -0.062, 0.029], [1.961, 0.088, 1.551], [2.155, -1.241, -0.591], [1.581, 1.219, -0.811], [-3.451, 1.255, -0.566], [-2.899, 2.642, 0.462], [-2.438, 2.495, -1.282], [-0.634, 1.815, 0.243], [-2.860, -2.646, -0.647], [-1.111, -2.678, -0.093], [-2.507, -2.631, 1.242], [1.550, 0.979, 2.074], [1.866, -0.809, 2.212], [3.055, 0.417, 1.448], [1.739, -1.726, -1.598], [1.970, -2.051, 0.153], [3.144, -1.047, -0.843], [1.085, 1.031, -1.686], [1.311, 2.129, -0.269], [2.702, 1.373, -0.881]], "nbo_charge": [-0.436, -0.556, 0.955, -0.463, -0.280, -0.510, 0.309, -0.650, -0.650, -0.658, 0.246, 0.239, 0.227, 0.424, 0.224, 0.229, 0.243, 0.219, 0.245, 0.235, 0.231, 0.230, 0.242, 0.229, 0.213, 0.265], "gap_ev": 11.921, "smiles": "C/[NH+]=C(\\OC)OC(C)(C)C", "charge": 1, "e_homo_ev": -14.710}

Most stable structure, least stable structure: run 2, run 1.

Run 1
{"formula": "CH4N2O", "method": "ωB97M-V/def2-TZVPD", "elements": ["C", "H", "H", "H", "H", "N", "N", "O"], "coordinates": [[0.577, -0.570, 0.670], [-1.428, 1.875, -0.338], [0.979, 1.022, -0.948], [-1.155, -1.425, -0.406], [0.644, -1.567, 1.251], [-0.581, 0.711, -0.966], [-0.660, -0.113, 0.241], [1.623, 0.070, 0.498]], "nbo_charge": [0.481, 0.308, 0.394, 0.297, 0.157, -0.623, -0.426, -0.588], "gap_ev": 8.976, "charge": 0, "e_homo_ev": -9.391}

Run 2
{"formula": "CH4N2O", "method": "ωB97M-V/def2-TZVPD", "elements": ["N", "C", "N", "O", "H", "H", "H", "H"], "coordinates": [[-0.229, 1.145, -0.141], [0.514, 0.004, -0.116], [-0.152, -1.102, 0.529], [1.636, -0.123, -0.533], [0.251, 2.025, -0.187], [-1.179, 1.106, 0.115], [-1.116, -1.130, 0.194], [0.275, -1.926, 0.139]], "nbo_charge": [-0.845, 0.776, -0.843, -0.621, 0.409, 0.388, 0.354, 0.381], "gap_ev": 10.892, "smiles": "NC(N)=O", "charge": 0, "e_homo_ev": -10.122}

Most stable structure, least stable structure: run 2, run 1.